Record 1
Density functional theory data (ωB97M-V with the def2-TZVPD basis set) for a molecular structure, C6H8BrP at a distorted geometry.

Values from the calculation:
HOMO-LUMO gap (spin up / spin down) (eV): 6.603 / 7.427
Molar mass (g mol⁻¹): 191.01
LUMO energy (spin up / spin down) (eV): -0.9354 / -0.5869
Energy relative to the best compared isomer or geometry (same formula, charge and spin) (kcal/mol): 62.0
Largest force on an atom (eV/Å): 5.04

```
! RIJCOSX wB97M-V def2-TZVPD def2/J DEFGRID3
* xyz 0 1
C 0.009 -0.979 -1.781
C -0.179 0.037 -0.750
C -0.911 -0.403 0.306
C -1.754 -2.169 -0.161
C 0.630 1.357 -0.612
C -1.157 0.138 1.672
P -1.251 -2.167 -1.813
Br -3.647 -1.962 0.140
H 0.723 -0.713 -2.550
H 1.046 1.588 -1.595
H 1.362 1.155 0.145
H -0.095 1.991 -0.155
H -1.818 -0.510 2.255
H -1.818 0.991 1.355
H -0.311 0.516 2.221
H -0.591 -3.369 -1.980
*
```

natural (NBO) atomic charge list, values in e, 4 entries: number 1, C, carries -0.4913; number 2, C, carries -0.1545; number 3, C, carries 0.1797; number 4, C, carries -0.5799

***

Record 2
Density functional theory data (ωB97M-V with the def2-TZVPD basis set) for a molecular structure, C6H8Cl2 at a distorted geometry.

Values from the calculation:
HOMO-LUMO gap (eV): 9.877
Molar mass (g mol⁻¹): 151.04
LUMO energy (eV): 0.6505
Energy relative to the best compared isomer or geometry (same formula, charge and spin) (kcal/mol): 62.3
Largest force on an atom (eV/Å): 4.34

```
! RIJCOSX wB97M-V def2-TZVPD def2/J DEFGRID3
* xyz 0 1
C -0.403 -2.776 0.036
C -0.057 -1.342 0.341
C -0.431 -0.285 -0.345
C -1.636 -0.310 -1.368
C -0.177 1.212 -0.054
C -0.437 1.857 1.101
H 0.221 -3.311 -0.773
H -1.362 -2.660 -0.476
H -0.509 -3.661 0.820
H -1.689 0.802 -2.044
H -1.483 -1.370 -2.057
H -2.711 -0.169 -0.576
H -0.727 1.498 2.131
H -0.362 2.920 0.994
Cl 1.220 -1.201 1.624
Cl 0.396 2.131 -1.405
*
```

natural (NBO) atomic charge list, values in e, 4 entries: number 1, C, carries -0.6800; number 2, C, carries 0.0453; number 3, C, carries -0.1150; number 4, C, carries -0.6764

***

Record 3
Density functional theory data (ωB97M-V with the def2-TZVPD basis set) for a molecular structure, C6H8Cl2 at a distorted geometry.

Values from the calculation:
HOMO-LUMO gap (eV): 9.512
Molar mass (g mol⁻¹): 151.04
LUMO energy (eV): 0.8496
Energy relative to the best compared isomer or geometry (same formula, charge and spin) (kcal/mol): 53.3
Largest force on an atom (eV/Å): 5.10

```
! RIJCOSX wB97M-V def2-TZVPD def2/J DEFGRID3
* xyz 0 1
C 0.263 -0.574 0.359
C 0.093 0.614 -0.232
C -1.762 -0.501 0.494
C -1.349 0.811 -0.189
C 1.164 -1.707 0.543
C 1.121 1.560 -0.764
Cl -2.349 -1.902 -0.291
Cl -1.944 2.257 0.657
H -2.253 -0.372 1.444
H -1.715 0.740 -1.195
H 1.581 -2.159 -0.344
H 0.758 -2.612 1.107
H 1.909 -1.246 1.193
H 1.011 1.905 -1.792
H 1.957 0.792 -0.753
H 1.516 2.395 -0.237
*
```

natural (NBO) atomic charge list, values in e, 4 entries: number 1, C, carries 0.1333; number 2, C, carries -0.0746; number 3, C, carries -0.2234; number 4, C, carries -0.2538

***

Record 4
Density functional theory data (ωB97M-V with the def2-TZVPD basis set) for a molecular structure, C6H8ClF7NO7PS.

Values from the calculation:
HOMO-LUMO gap (eV): 9.431
Molar mass (g mol⁻¹): 437.61
LUMO energy (eV): -0.5067
Largest force on an atom (eV/Å): 0.61

```
! RIJCOSX wB97M-V def2-TZVPD def2/J DEFGRID3
* xyz 0 1
N 0.239 2.861 1.844
C -0.664 2.614 2.960
C -1.222 1.191 2.908
O -2.101 0.990 1.819
C -0.058 0.180 2.798
O -0.209 -0.682 1.659
P 0.447 -0.370 0.279
O -0.064 0.630 -0.637
O 2.009 -0.310 0.657
Cl 2.866 1.068 0.228
O 0.476 -1.896 -0.323
S -0.798 -2.572 -1.010
O -1.973 -2.004 -0.465
O -0.527 -3.957 -1.059
C -0.730 -1.963 -2.789
F -1.406 -0.832 -2.888
F -1.399 -2.927 -3.431
C 0.663 -1.849 -3.474
F 1.407 -2.879 -3.041
F 0.455 -1.986 -4.785
C 1.508 -0.550 -3.283
F 2.123 -0.576 -2.097
F 2.439 -0.502 -4.239
F 0.757 0.539 -3.362
H -0.216 3.133 0.984
H 0.963 3.528 2.068
H -1.523 3.303 3.015
H -0.100 2.738 3.891
H -1.769 1.013 3.847
H -2.465 1.835 1.531
H 0.892 0.716 2.730
H -0.019 -0.484 3.664
*
```

natural (NBO) atomic charge list, values in e, 4 entries: number 1, N, carries -0.8631; number 2, C, carries -0.2447; number 3, C, carries 0.0636; number 4, O, carries -0.6998

***

Record 5
Density functional theory data (ωB97M-V with the def2-TZVPD basis set) for a single C6H8ClN3S molecule at a distorted geometry.

Values from the calculation:
HOMO-LUMO gap (eV): 6.876
Molar mass (g mol⁻¹): 189.67
LUMO energy (eV): -0.1375
Energy relative to the best compared isomer or geometry (same formula, charge and spin) (kcal/mol): 41.8
Largest force on an atom (eV/Å): 4.23

```
! RIJCOSX wB97M-V def2-TZVPD def2/J DEFGRID3
* xyz 0 1
C -0.238 -1.203 -0.858
C 0.052 1.106 -1.487
C -0.281 -1.069 0.574
C -0.363 1.758 -0.391
C -0.017 -0.307 -1.794
C -0.668 0.024 1.237
N -1.131 1.181 0.616
N 1.317 -0.937 3.058
N 0.276 -0.610 -3.101
S -0.084 -0.434 3.275
Cl -0.089 1.756 3.319
H -0.299 -2.303 -1.059
H 0.411 1.646 -2.319
H -0.066 -1.973 1.028
H -0.262 2.818 -0.400
H -1.457 1.938 1.325
H 1.530 -1.769 3.643
H 0.402 -1.634 -3.221
H 0.966 0.013 -3.446
*
```

natural (NBO) atomic charge list, values in e, 4 entries: number 1, C, carries -0.3212; number 2, C, carries -0.3003; number 3, C, carries -0.2846; number 4, C, carries 0.0663

***

Record 6
Density functional theory data (ωB97M-V with the def2-TZVPD basis set) for a molecular structure, C6H8CuLiO6 at a distorted geometry.

Values from the calculation:
HOMO-LUMO gap (spin up / spin down) (eV): 5.224 / 8.110
Molar mass (g mol⁻¹): 246.61
LUMO energy (spin up / spin down) (eV): -0.1455 / -0.6844
Energy relative to the best compared isomer or geometry (same formula, charge and spin) (kcal/mol): 2.3
Largest force on an atom (eV/Å): 2.34

```
! RIJCOSX wB97M-V def2-TZVPD def2/J DEFGRID3
* xyz 0 3
Cu 1.182 -0.760 0.422
O -0.590 -0.167 1.310
O -2.357 -1.826 -1.345
C -1.610 -2.839 -2.068
C -0.203 -2.275 -2.090
O -0.314 -1.142 -1.184
C -1.587 -0.928 -0.789
H -1.687 -3.773 -1.500
H -2.061 -2.948 -3.058
H 0.132 -1.857 -3.045
H 0.550 -3.002 -1.773
Li -2.072 0.940 0.119
O -1.050 2.014 1.383
O 0.616 1.142 2.650
C 1.587 2.175 2.451
C 2.469 1.753 1.270
O 1.685 1.091 0.333
C -0.303 1.057 1.659
H 1.056 3.108 2.219
H 2.152 2.281 3.384
H 3.299 1.128 1.657
H 2.935 2.665 0.848
*
```

natural (NBO) atomic charge list, values in e, 4 entries: number 1, Cu, carries 0.7017; number 2, O, carries -0.8914; number 3, O, carries -0.4726; number 4, C, carries -0.1340